Below is a molecular structure, C26H48Cl3FeN4O4Si at a distorted geometry, with properties calculated with ωB97M-V/def2-TZVPD.

Geometry as XYZ:
```
87
Properties=species:S:1:pos:R:3:forces:R:3
C 2.413007 -1.493496 -4.644168 0.0 -0.3 0.1
C 1.798553 -0.568439 -5.646577 -0.5 0.3 -0.8
H 2.319790 -2.534340 -4.965315 0.1 0.1 0.1
H 1.941234 -1.382893 -3.663571 0.1 -0.1 -0.2
H 3.483144 -1.281214 -4.518528 -0.1 0.0 -0.1
C 1.674807 -0.848818 -6.953141 0.3 0.5 0.5
C 2.122562 -2.116356 -7.589595 0.1 -0.5 -0.4
H 1.292540 -0.105057 -7.656544 0.0 -0.1 0.5
H 1.733291 -2.997494 -7.064363 0.2 0.1 -0.1
H 3.218250 -2.195477 -7.628564 -0.2 0.0 0.1
H 1.759109 -2.146498 -8.623316 0.1 -0.2 0.2
Fe -0.217851 0.495473 1.703052 1.0 -0.9 0.6
Cl 0.664763 2.437544 2.350136 -0.2 -0.2 -0.3
Cl 1.572298 -0.497688 0.661677 -0.9 0.5 0.6
H -4.540772 1.648725 5.029416 0.2 -0.2 0.0
H -2.740861 3.072422 6.684584 0.1 -0.3 0.1
C -3.852994 0.821673 5.262571 0.0 -0.2 0.0
C -2.329202 2.051863 6.753439 0.2 0.2 -0.1
N -2.503613 1.316744 5.507504 -0.2 0.6 -0.6
H -3.839405 0.118896 4.426491 0.0 0.2 0.2
C -1.727473 1.590311 4.430541 -0.6 -0.7 -0.4
O -1.997110 1.146585 3.299350 0.7 0.3 0.7
H -1.260671 2.111847 6.991744 -0.3 0.0 0.0
H -0.854029 2.226277 4.647201 0.0 -0.3 -0.2
H -4.195333 0.324010 6.171875 -0.1 0.0 -0.1
H -2.853885 1.509855 7.548574 0.2 0.1 -0.1
H -1.671363 -5.000019 -0.010924 0.0 0.2 0.5
H -0.973962 -2.434057 -1.353333 -0.2 -0.1 0.3
C -1.377920 -4.357442 0.830466 -0.8 -0.6 0.8
C -1.932508 -2.618923 -0.849093 0.0 -0.1 0.0
N -1.740896 -2.999166 0.548682 0.4 1.7 1.0
H -0.187387 -4.332272 0.853871 -1.8 -0.5 0.3
C -1.501722 -2.049992 1.449102 -0.2 -1.4 -1.0
O -1.509856 -0.818700 1.121262 0.1 0.9 0.5
H -2.563587 -1.732923 -0.901609 0.0 0.0 -0.1
H -1.305481 -2.359466 2.489272 0.0 0.1 -0.5
H -1.805678 -4.686480 1.786195 -0.1 0.0 -0.2
H -2.419781 -3.472810 -1.315456 0.0 0.2 -0.2
O 0.437161 0.439235 -3.987013 -0.4 0.4 0.1
C 1.322916 0.754612 -5.073764 -0.1 0.2 0.6
C -0.410476 1.439032 -6.821130 0.1 0.3 -0.2
C 0.757317 1.725439 -6.107100 0.3 -0.1 0.1
H -0.971196 0.537027 -6.571422 0.1 0.3 -0.1
C -0.816446 2.278212 -7.869357 0.2 -0.1 0.4
H 2.207675 1.217279 -4.607948 -0.1 0.2 -0.2
C 1.499816 2.868952 -6.421071 -0.2 -0.2 -0.2
H -1.731805 2.040067 -8.414429 0.3 0.1 0.1
C -0.044928 3.397293 -8.207626 0.1 -0.1 0.2
C 1.116250 3.695623 -7.479994 -0.3 -0.2 0.0
H 2.389197 3.081378 -5.824707 -0.2 0.0 -0.3
H -0.358627 4.040097 -9.031153 0.1 -0.2 0.2
H 1.720484 4.566440 -7.741060 -0.2 -0.2 0.1
Si -0.817168 1.206321 -3.159624 1.1 0.1 -1.6
Cl 1.180981 -4.252741 0.046381 2.7 0.3 -1.0
C -2.366653 0.557724 -3.954500 -0.4 0.0 0.2
C -0.736748 3.066222 -3.391162 -0.1 0.2 0.1
C -0.625586 0.758675 -1.384149 -0.2 0.0 0.4
H -2.456799 0.956225 -4.974456 0.0 -0.1 0.3
H -3.227478 0.900777 -3.365215 -0.1 -0.1 -0.2
H -2.378870 -0.539067 -4.007657 0.0 0.2 0.1
H -0.250508 -0.262855 -1.274097 -0.2 0.2 0.0
H -1.611933 0.862816 -0.905555 0.2 -0.1 0.1
H 0.102157 1.428107 -0.905551 -0.1 0.0 -0.1
H -0.794527 3.332555 -4.456180 0.0 -0.1 0.3
H 0.204290 3.464951 -2.986370 -0.2 -0.1 -0.1
H -1.565633 3.578587 -2.872631 0.3 -0.2 -0.1
C -0.809261 -1.600426 6.288950 -0.4 -0.3 -0.1
N 0.486166 -0.969013 6.224382 -0.2 0.1 -0.4
C 1.029333 -0.460748 7.466868 0.1 0.2 -0.2
C 2.545252 -0.554460 7.448419 0.1 -0.3 0.9
C 3.170438 -0.078958 6.158703 0.1 0.3 0.1
N 2.338407 -0.271729 4.989558 -1.0 -0.3 -0.1
C 3.053627 -0.179611 3.742155 0.2 0.1 -0.5
C 1.022079 -0.658672 4.992408 0.4 0.2 -0.1
O 0.334758 -0.755144 3.944876 0.3 0.1 0.4
H -0.884269 -2.382994 5.524018 -0.1 0.3 0.1
H -1.650166 -0.897534 6.182879 0.2 -0.2 -0.1
H -0.887853 -2.082347 7.269337 0.0 0.0 -0.2
H 0.733560 0.598807 7.647175 0.0 -0.5 -0.1
H 0.597269 -1.083260 8.267864 0.3 0.4 -0.2
H 2.866958 -1.584568 7.650369 -0.2 0.2 -0.1
H 2.909744 0.069140 8.272692 0.2 -0.2 -0.1
H 4.126489 -0.600287 5.999404 -0.3 0.1 0.0
H 3.419404 0.986990 6.238666 0.0 0.0 -0.1
H 3.488644 0.821539 3.628528 -0.1 -0.1 0.0
H 3.869131 -0.922548 3.742945 -0.2 0.2 -0.1
H 2.377391 -0.375399 2.905466 0.4 0.0 0.4
```
Positions in Å, forces in eV/Å.

Properties
- 2S+1 = 6
- HOMO (spin up / spin down) (eV) = -6.70 / -6.31
- frontier orbital gap (spin up / spin down) (eV) = 6.790 / 3.711
- ΔE to the lowest compared entry with this formula, charge and spin (eV) = 0.5502
- strongest force on any atom (eV/A) = 2.89
- energy (eV) = -121725.6620